ORCA calculation (ωB97M-V/def2-TZVPD) on a cluster of 3 separate species, C3H13NO2S in total.

Element x y z (Å)
1 C 1.34 0.78 -0.75
2 C 0.01 0.08 -1.10
3 N -0.37 0.41 -2.47
4 C -1.01 0.64 -0.11
5 S -2.52 -0.39 -0.03
6 H 1.98 0.17 -0.12
7 H 1.93 0.91 -1.65
8 H 1.19 1.76 -0.29
9 H 0.17 -0.99 -1.04
10 H -1.05 1.15 -2.56
11 H -0.65 -0.38 -3.03
12 H -1.23 1.67 -0.35
13 H -0.61 0.68 0.90
14 H -3.20 0.40 0.80
15 O 0.97 0.48 2.73
16 H 0.83 -0.37 2.29
17 H 0.85 0.36 3.68
18 O 0.50 -2.10 1.14
19 H -0.30 -2.63 1.23
20 H 1.19 -2.64 0.74

Computed properties:
ΔE to the lowest compared entry with this formula, charge and spin	33.62	kJ/mol
spin multiplicity	1
F_max	1.64	eV/A
SMILES string	C[C@H](N)CS.O.O
E	-725.508579	Eh

Atom charges from the Löwdin analysis, given in e for atoms 1 to 6: atom 1 (C): -0.070, atom 2 (C): -0.520, atom 3 (N): 0.025, atom 4 (C): -0.553, atom 5 (S): 0.690, atom 6 (H): 0.064